# 1
The following is a DFT calculation (the ωB97M-V functional and the def2-TZVPD basis) of a gas-phase ion, C9H15BNO (charge +1).

Geometry as XYZ:
```
27
Properties=species:S:1:pos:R:3:forces:R:3
B 2.255 1.254 -0.512 0.6 -0.9 0.9
H -1.541 0.797 2.158 0.0 1.4 1.2
H -1.949 -1.511 1.566 -0.6 1.9 -0.6
C -1.084 0.538 1.251 0.4 -2.2 -0.8
H -2.049 1.412 -0.142 0.0 0.1 -0.6
H 1.219 -1.695 -1.214 -1.0 1.0 1.9
C 3.648 0.629 -0.234 -0.6 -1.9 -0.2
C 0.852 0.445 -0.424 0.8 -1.2 1.5
C 3.841 -0.727 -0.111 3.2 2.9 2.3
H 3.141 -1.382 -0.425 -2.2 -2.0 -0.9
O 0.518 -1.733 0.902 1.4 0.3 0.6
C -0.622 -1.626 0.133 -0.1 -0.1 -2.3
C -1.723 -0.734 0.742 1.7 -2.5 0.8
H -0.850 -2.603 -0.318 -0.8 0.4 0.3
H 0.451 0.733 -1.341 -1.2 0.5 -2.0
H 4.420 1.314 0.055 0.5 0.1 0.2
H -3.315 -1.019 -0.701 -1.5 -3.6 -3.2
H 0.454 1.931 1.212 -0.6 -1.3 -0.9
H 2.174 2.453 -0.530 -0.2 -0.2 -0.2
N -2.724 0.925 -0.789 -0.2 1.3 -1.3
H -3.746 -0.128 0.637 0.0 -0.1 0.1
H -3.576 1.550 -0.891 1.1 -1.2 0.2
H -2.277 0.871 -1.751 -0.6 -0.2 1.5
C -2.945 -0.383 -0.055 0.5 3.6 2.8
H 4.724 -1.217 0.461 -1.3 1.1 -1.4
C 0.677 -1.100 -0.359 0.4 -0.2 -1.9
C 0.028 1.005 0.679 0.5 2.9 2.2
```
Forces are in eV/Å.

Computed properties:
Multiplicity: 1
Structure (SMILES): C=CB[C@@H]1C=C[C@@H](C[NH3+])[C@@H]2O[C@@H]21
Relative energy (zero: lowest compared OMol25 entry of this formula, charge and spin): 4.311 eV
Net charge: +1
Kohn-Sham gap: 0.347 Eh

Listed below, in e, are the natural (NBO) charges computed for each atom:
1 B 0.6245
2 H 0.2404
3 H 0.2741
4 C -0.2806
5 H 0.4637
6 H 0.2081
7 C -0.5848
8 C -0.6574
9 C -0.1981
10 H 0.1662
11 O -0.4716
12 C 0.0433
13 C -0.3241
14 H 0.2043
15 H 0.2412
16 H 0.2317
17 H 0.2225
18 H 0.2390
19 H -0.0622
20 N -0.7254
21 H 0.2266
22 H 0.4509
23 H 0.4445
24 C -0.1898
25 H 0.2154
26 C 0.0871
27 C -0.0894


# 2
The following is a DFT calculation (the ωB97M-V functional and the def2-TZVPD basis) of 2 unconnected molecules or ions with the total composition C9H15BO2.

Geometry as XYZ:
```
27
Properties=species:S:1:pos:R:3:forces:R:3
H 1.073 3.897 -1.367 -0.2 -0.3 -0.2
H -1.877 0.811 -0.242 0.1 0.0 0.0
C -1.216 0.245 0.404 0.5 -0.4 -0.1
H 1.849 1.542 -0.604 -0.8 -0.2 -0.1
C -0.880 -1.450 2.116 -0.4 0.5 -0.5
C -1.751 -0.672 1.290 0.6 -0.6 0.7
C 0.561 3.196 -2.042 0.4 0.1 0.0
C 0.519 -1.211 2.061 -0.7 -0.7 0.7
O -0.035 2.133 -1.272 0.6 -0.6 0.1
C 1.040 -0.302 1.178 -0.3 0.2 -0.7
C 0.777 1.277 -0.694 0.3 1.2 0.3
H 1.152 -1.802 2.726 -0.1 0.2 -0.2
B 2.321 0.000 -3.257 0.4 -0.5 -0.8
H 2.589 0.871 -4.066 -0.2 0.4 0.3
H -2.824 -0.827 1.352 0.2 0.1 -0.1
H -3.299 -1.851 3.410 0.2 -0.2 -0.1
H 2.114 -0.137 1.104 -0.2 -0.1 0.1
H 1.626 -0.838 -3.802 -0.3 0.1 0.3
H 1.275 2.765 -2.754 -0.2 0.0 0.0
C -2.731 -2.717 3.045 0.5 0.2 -0.1
H -0.256 3.704 -2.547 0.1 -0.1 0.0
C 0.185 0.404 0.297 0.0 -0.4 -0.2
H 1.664 0.482 -2.244 -0.4 0.1 0.5
H -2.788 -3.529 3.766 -0.1 0.1 -0.1
H -3.127 -3.047 2.075 0.1 0.1 0.2
H 3.358 -0.522 -2.893 -0.1 0.2 0.5
O -1.318 -2.422 2.962 0.0 0.6 -0.5
```
Forces are in eV/Å.

Computed properties:
Multiplicity: 1
Relative energy (zero: lowest compared OMol25 entry of this formula, charge and spin): 6.951 eV
Kohn-Sham gap: 0.273 Eh

Listed below, in e, are the natural (NBO) charges computed for each atom:
1 H 0.1887
2 H 0.2243
3 C -0.0461
4 H 0.2231
5 C 0.3811
6 C -0.3336
7 C -0.2714
8 C -0.2752
9 O -0.4547
10 C -0.0972
11 C 0.4337
12 H 0.2386
13 B -0.5426
14 H -0.0428
15 H 0.2278
16 H 0.1860
17 H 0.2315
18 H -0.0280
19 H 0.2441
20 C -0.2588
21 H 0.2107
22 C -0.2572
23 H -0.0703
24 H 0.2119
25 H 0.1895
26 H -0.0328
27 O -0.4802


# 3
The following is a DFT calculation (the ωB97M-V functional and the def2-TZVPD basis) of a molecular structure, C9H15CuO6.

Geometry as XYZ:
```
31
Properties=species:S:1:pos:R:3:forces:R:3
C -1.428 1.976 -0.434 -0.3 0.7 -0.5
C -0.860 0.013 -1.742 0.4 -0.4 -0.9
H -0.097 -2.683 1.973 -1.0 0.2 -0.6
O 0.133 -0.669 1.772 -1.3 -2.5 -1.2
Cu 0.954 0.703 0.541 2.4 0.1 0.9
H -1.392 0.523 -2.559 0.0 -0.1 0.3
H 4.266 0.802 -1.186 -0.4 0.1 0.1
O 1.605 -1.016 -0.359 -0.4 -0.1 0.3
H -1.494 2.694 -1.269 0.1 -0.1 0.1
O 2.639 1.433 -0.060 -0.8 -0.1 0.0
H -4.316 -0.940 0.671 0.2 -0.2 -0.1
C 3.295 0.525 -0.751 0.3 -0.6 0.4
H -1.013 -1.738 -0.262 -1.4 1.4 -2.6
C 1.415 -2.149 0.466 -0.8 -0.6 -1.3
H -3.423 -2.443 0.257 0.0 0.3 0.2
C 2.895 -0.760 -0.845 1.0 0.3 -0.8
H 3.386 -1.559 -1.397 -0.2 0.2 0.2
H -1.816 -1.913 -1.990 0.1 0.1 0.2
O -2.814 -0.682 -0.669 -1.3 0.9 0.3
H -2.458 1.633 -0.244 0.3 -0.2 0.0
H -2.667 -1.170 1.314 -0.1 -0.3 -0.1
C -1.667 -1.142 -1.215 2.2 -2.0 2.0
H 0.091 -0.364 -2.139 -0.3 0.2 0.0
C 0.206 -1.849 1.314 3.0 2.2 3.4
C -0.959 2.686 0.792 -0.3 -0.5 0.6
C -3.330 -1.365 0.459 -0.1 -0.2 0.1
H 1.227 -3.051 -0.138 0.3 0.2 0.0
H 2.291 -2.328 1.111 -0.4 0.1 0.1
O -0.046 2.250 1.472 0.0 0.5 -0.4
H -1.564 3.542 1.136 0.3 0.0 -0.1
O -0.515 0.944 -0.724 -1.4 0.3 -0.6
```
Forces are in eV/Å.

Computed properties:
⟨S²⟩: 0.75
Multiplicity: 2
Net charge: +1
Kohn-Sham gap (alpha / beta): 0.249 / 0.233 Eh

Listed below, in e, are the natural (NBO) charges computed for each atom:
1 C -0.1911
2 C -0.1056
3 H 0.2034
4 O -0.6145
5 Cu 1.4634
6 H 0.2134
7 H 0.1956
8 O -0.5880
9 H 0.2330
10 O -0.7861
11 H 0.2192
12 C 0.1670
13 H 0.0957
14 C -0.1752
15 H 0.1893
16 C -0.1292
17 H 0.2106
18 H 0.2049
19 O -0.5503
20 H 0.2553
21 H 0.1758
22 C -0.0008
23 H 0.2303
24 C 0.4067
25 C 0.4626
26 C -0.2547
27 H 0.2183
28 H 0.2577
29 O -0.5653
30 H 0.1771
31 O -0.6186


# 4
The following is a DFT calculation (the ωB97M-V functional and the def2-TZVPD basis) of a molecular structure, C9H15EuO6.

Geometry as XYZ:
```
31
Properties=species:S:1:pos:R:3:forces:R:3
O 0.024 2.797 1.414 -0.2 1.1 0.3
O -0.629 1.280 -0.570 1.0 0.1 0.9
H -2.533 -0.789 1.257 -0.1 -0.1 0.0
H 0.049 0.087 -2.058 -0.2 0.1 -0.1
O 0.905 -0.380 2.064 -1.2 -1.3 0.0
H -1.466 0.954 -2.429 0.1 -0.2 0.2
H -3.404 -2.111 0.395 0.0 0.3 0.1
H -1.782 -1.510 -2.083 0.1 0.2 0.3
H -1.082 -1.413 -0.402 -0.9 1.0 -1.2
Eu 1.509 1.297 0.729 0.3 0.3 -0.8
C -0.923 0.396 -1.654 0.0 -0.5 -1.0
H 4.009 -1.610 -1.069 -0.1 0.3 0.2
C 4.061 0.500 -0.503 1.2 -1.9 -1.3
H -4.243 -0.573 0.803 0.2 -0.2 -0.1
H -1.653 3.914 1.243 0.3 0.1 -0.2
O -2.931 -0.439 -0.742 -0.2 0.5 0.1
C -1.594 2.241 -0.220 -0.2 0.7 -0.2
O 3.407 1.510 0.027 -0.3 0.5 0.4
O 2.250 -0.897 -0.098 -0.7 0.5 0.3
H 5.027 0.701 -0.988 -0.3 0.0 0.4
C -1.690 -0.826 -1.219 1.1 -1.1 0.7
C 1.946 -2.006 0.716 -1.0 -0.6 -0.7
H -1.856 2.879 -1.081 0.0 -0.1 0.1
H 1.530 -2.834 0.119 0.3 0.1 0.1
C 3.568 -0.754 -0.564 1.0 0.8 -0.5
H -2.529 1.793 0.155 0.1 0.1 -0.1
C 0.931 -1.569 1.730 2.5 -0.1 1.8
C -1.017 3.099 0.856 -1.6 -0.3 0.4
C -3.292 -1.019 0.492 -0.4 -0.4 0.3
H 0.570 -2.346 2.427 -0.7 0.2 -0.5
H 2.837 -2.374 1.253 -0.3 0.0 0.1
```
Forces are in eV/Å.

Computed properties:
⟨S²⟩: 12.02
Multiplicity: 7
Net charge: +2
Kohn-Sham gap (alpha / beta): 0.238 / 0.272 Eh

Listed below, in e, are the Mulliken charges computed for each atom:
1 O -0.5213
2 O -0.2256
3 H 0.2860
4 H 0.4042
5 O -0.4848
6 H 0.3784
7 H 0.3399
8 H 0.4135
9 H 0.0751
10 Eu 1.7323
11 C -0.6321
12 H 0.4134
13 C -0.0714
14 H 0.2703
15 H 0.4312
16 O -0.3662
17 C -0.2447
18 O -0.6700
19 O -0.3321
20 H 0.3989
21 C -0.2638
22 C -0.3836
23 H 0.4011
24 H 0.3878
25 C -0.3200
26 H 0.3142
27 C 0.0858
28 C 0.0385
29 C -0.6978
30 H 0.3907
31 H 0.4519


| no. | strongest force on any atom (eV/A) | molecular weight (g mol⁻¹) |
| --- | --- | --- |
| 1 | 5.12 | 164.0 |
| 2 | 1.28 | 166.0 |
| 3 | 5.01 | 282.8 |
| 4 | 3.12 | 371.2 |